[1]
Below is a cluster of 5 separate species, C29H65N7O5 in total at a distorted geometry, with properties calculated with ωB97M-V/def2-TZVPD.

The energy above the lowest of the compared OMol25 structures with the same formula, charge and spin is 0.0000 eV. Its LUMO energy is 0.42 eV. Its SMILES is CC1(C)CCCC(C)(C)N1O.CC1(C)CCCC(C)(C)N1O.CC1(C)CCCC(C)(C)N1O.NC(N)=O.NC(N)=O. As for the total energy: -51793.329 eV.

Last column: Mulliken charge in e.
CARTESIAN COORDINATES (ANGSTROEM)
C: -1.1385 3.1447 2.9751  -1.796
C: -2.5928 3.0308 2.6175  1.760
C: -2.8793 3.6740 1.2298  -0.653
C: -4.2962 3.3683 0.8536  -0.702
C: -4.5233 1.8770 0.5391  -1.309
C: -4.1022 0.9519 1.6994  1.846
N: -2.7491 1.4962 2.2874  0.387
O: -2.5449 0.7084 3.5009  -0.447
C: -5.2132 0.8906 2.7751  -1.782
C: -3.7712 -0.4661 1.2622  -2.175
C: -3.4432 3.5714 3.7502  -2.054
H: -0.9174 2.6060 3.9450  0.322
H: -0.9725 4.2007 2.9831  0.555
H: -0.4561 2.8941 2.1852  0.099
H: -2.6549 4.7585 1.2933  0.544
H: -2.1877 3.2174 0.5319  -0.201
H: -4.6598 3.9512 -0.0240  0.375
H: -4.9220 3.6772 1.6858  0.354
H: -3.8848 1.5440 -0.2818  0.337
H: -5.5044 1.6305 0.1772  0.490
H: -5.1853 1.6869 3.5053  0.254
H: -6.1863 0.8387 2.3056  0.405
H: -5.1361 -0.0206 3.3502  0.533
H: -3.0845 -0.8281 2.0391  0.452
H: -4.6725 -1.0520 1.2501  0.493
H: -3.3638 -0.4557 0.2406  0.335
H: -4.5053 3.4048 3.7885  0.381
H: -3.2939 4.6539 3.8906  0.358
H: -3.1346 3.1314 4.6748  0.524
H: -3.3206 0.9030 4.0684  0.374
C: 3.8561 -5.9137 0.8289  -1.552
C: 3.2724 -4.5277 0.8240  1.469
C: 3.9850 -3.6143 -0.1247  -1.379
C: 3.6635 -3.9486 -1.5869  -0.630
C: 2.1652 -3.8197 -1.7564  -1.130
C: 1.3837 -4.7914 -0.8400  1.493
N: 1.8358 -4.4573 0.5461  0.996
O: 1.1585 -5.3581 1.4536  -0.728
C: -0.0749 -4.3803 -0.8078  -1.609
C: 1.5358 -6.2139 -1.3375  -1.686
C: 3.4410 -3.9624 2.2778  -1.838
H: 4.8568 -6.0971 1.1106  0.449
H: 3.8020 -6.3275 -0.1710  0.284
H: 3.1803 -6.5308 1.4239  0.326
H: 3.7525 -2.5994 0.1110  0.360
H: 5.0971 -3.6915 0.0904  0.357
H: 4.0173 -4.9546 -1.8157  0.317
H: 4.1229 -3.1981 -2.2375  0.430
H: 1.8308 -3.9964 -2.7712  0.516
H: 1.8820 -2.7782 -1.5884  0.287
H: -0.0763 -3.3451 -0.4787  0.095
H: -0.3869 -4.2914 -1.8592  0.453
H: -0.6973 -5.0677 -0.2403  0.268
H: 1.2026 -6.1715 -2.3984  0.385
H: 2.5652 -6.4947 -1.3339  0.416
H: 0.9752 -6.9069 -0.7049  0.346
H: 4.4324 -4.1617 2.7465  0.383
H: 2.7406 -4.3023 3.0372  0.333
H: 3.3437 -2.8736 2.2605  0.351
H: 0.5363 -4.9065 2.0673  0.343
C: -0.6144 3.5744 -2.4570  -1.287
C: 0.8644 3.5841 -2.0665  2.270
C: 1.5351 2.2395 -2.3707  -1.400
C: 1.7388 2.1031 -3.8109  -0.579
C: 2.6867 3.2212 -4.3031  -1.257
C: 1.9979 4.5728 -4.1548  1.374
N: 1.6434 4.6743 -2.7226  0.013
O: 0.9718 5.8781 -2.4643  -0.437
C: 3.1396 5.6700 -4.2119  -1.899
C: 0.9865 4.9730 -5.2019  -1.718
C: 0.8994 3.8792 -0.6001  -1.614
H: -1.3081 3.1391 -1.7083  -0.058
H: -0.8328 2.9609 -3.3512  0.316
H: -1.0999 4.5467 -2.6115  0.361
H: 2.5529 2.3018 -1.9191  0.319
H: 0.9387 1.4744 -1.8532  0.354
H: 0.8122 1.9962 -4.4036  0.322
H: 2.2583 1.2005 -4.0745  0.413
H: 2.9978 3.0897 -5.3131  0.501
H: 3.5385 3.2843 -3.6082  0.352
H: 3.5935 5.6432 -5.1916  0.437
H: 2.6440 6.6286 -4.0452  0.422
H: 3.9174 5.5075 -3.4783  0.410
H: 0.7904 6.0444 -5.1216  0.532
H: 1.4034 4.7797 -6.1870  0.417
H: 0.0775 4.3747 -5.1127  0.315
H: 0.7625 3.0256 0.0186  0.028
H: 0.1986 4.6838 -0.3094  0.301
H: 1.8673 4.3155 -0.2546  0.455
H: 0.2344 5.8461 -3.1215  0.376
C: -1.2729 -4.8696 3.8166  0.576
O: -1.1519 -5.3469 4.9016  -0.649
N: -2.1552 -5.2998 2.8336  -0.371
N: -0.4522 -3.8639 3.3396  -0.241
H: -2.3770 -4.6319 2.1329  0.231
H: -2.9398 -5.7506 3.2885  0.265
H: -0.8548 -3.2191 2.6562  0.097
H: 0.0884 -3.3845 4.0729  0.204
C: -0.1667 -1.0753 0.9674  0.373
O: -0.9962 -1.8618 1.3918  -0.909
N: 1.1019 -1.4585 0.6281  -0.024
N: -0.3771 0.2521 0.9299  -0.121
H: 1.7663 -0.8810 0.1205  0.291
H: 1.3355 -2.4457 0.6333  -0.166
H: -1.2604 0.5107 1.3475  -0.039
H: 0.4132 0.8070 1.1251  0.279

[2]
Below is a cluster of 3 separate species, C29H66BNO18P4S2 in total at a distorted geometry, with properties calculated with ωB97M-V/def2-TZVPD.

Its LUMO energy is -0.31 eV. Its SMILES is CCCCO[C@]1(CCOC(C)=O)OS(=O)(=O)[C@@](CCCOC)([PH2]=S)[C@H](B(O)O)[C@]1(CN)[PH2]=O.CCOP(=O)(OCC)OCC.CCOP(=O)(OCC)OCC. As for the total energy: -128992.378 eV.

Last column: Mulliken charge in e.
CARTESIAN COORDINATES (ANGSTROEM)
C: 10.1953 -2.0328 -0.4360  -1.177
C: 8.7964 -2.6554 -0.1974  -0.534
C: 7.7921 -2.1757 -1.2869  -0.628
C: 6.6693 -1.3190 -0.6544  -0.832
O: 6.0105 -0.6329 -1.7131  0.042
C: 5.5879 0.6762 -1.4421  0.591
C: 6.8279 1.5808 -1.6125  -1.225
C: 6.6710 3.0001 -0.9932  -0.419
O: 7.1853 3.0163 0.3350  -0.204
C: 8.5029 3.3663 0.4159  0.814
C: 9.0092 4.7120 -0.0731  -0.977
O: 9.2889 2.5991 0.9349  -0.554
O: 5.2185 0.9282 -0.0792  -0.313
S: 3.8533 0.3002 0.4424  1.373
O: 3.7642 -1.1204 0.4251  -0.678
O: 3.6862 0.7618 1.7882  -0.818
C: 2.5673 1.1176 -0.5743  2.196
C: 1.4197 0.0970 -0.8139  -0.892
C: -0.0603 0.5992 -0.7128  -0.787
C: -0.7116 0.3507 0.6765  -0.932
O: -1.8728 1.1235 0.8873  -0.110
C: -1.5780 2.4580 1.2809  -1.070
P: 2.0001 2.5524 0.5241  0.209
S: 3.3862 3.8551 0.9384  -0.432
C: 3.2173 1.7271 -1.8570  -2.299
B: 2.0821 2.1763 -2.8768  0.913
O: 1.3110 3.2647 -2.4850  -0.703
O: 1.8311 1.6256 -4.1250  -0.678
C: 4.4224 0.9516 -2.4720  1.751
C: 4.9217 1.7265 -3.7362  -2.514
N: 5.0969 3.1739 -3.5457  -0.274
P: 3.9315 -0.6760 -3.2829  0.121
O: 3.4013 -1.7289 -2.3850  -0.711
H: 10.3016 -1.1512 0.1988  0.271
H: 10.3173 -1.6994 -1.4692  0.303
H: 10.9676 -2.7825 -0.2553  0.354
H: 8.8207 -3.7458 -0.2200  0.446
H: 8.3917 -2.3492 0.7725  0.392
H: 7.2890 -3.0624 -1.6903  0.291
H: 8.2646 -1.6573 -2.1230  0.435
H: 6.0303 -2.0156 -0.1100  0.417
H: 7.1725 -0.6619 0.0631  0.402
H: 7.2441 1.5888 -2.6166  0.527
H: 7.6083 1.1365 -0.9814  0.531
H: 7.2286 3.6720 -1.6559  0.257
H: 5.6405 3.3432 -1.0256  -0.005
H: 9.9749 4.5448 -0.5545  0.318
H: 8.3721 5.1856 -0.8229  0.296
H: 9.1881 5.4086 0.7461  0.313
H: 1.4939 -0.3825 -1.7915  0.191
H: 1.4571 -0.7346 -0.1037  0.764
H: -0.2237 1.6115 -1.0886  -0.044
H: -0.6223 -0.0526 -1.3901  0.505
H: 0.0057 0.3928 1.5069  0.476
H: -1.0686 -0.6842 0.6403  0.402
H: -0.7845 2.4699 2.0326  0.450
H: -2.5112 2.8781 1.6629  0.357
H: -1.3376 3.0472 0.3863  0.301
H: 0.9274 3.2188 -0.0776  0.084
H: 1.5307 1.9988 1.7272  0.055
H: 3.6658 2.6798 -1.5225  0.159
H: 0.3685 3.0922 -2.5869  0.313
H: 0.8897 1.4121 -4.1603  0.319
H: 5.8310 1.2092 -4.0549  0.704
H: 4.2297 1.5696 -4.5741  0.573
H: 4.4137 3.6644 -4.1121  0.256
H: 5.9860 3.4273 -3.9640  0.298
H: 2.9984 -0.4176 -4.3061  0.028
H: 5.0884 -1.1619 -3.9407  0.072
O: -3.5193 -3.6346 2.5097  -0.769
P: -3.8403 -3.1252 3.8702  1.275
O: -3.4703 -4.3673 4.8678  -0.387
C: -2.1250 -4.8252 4.9380  -0.327
C: -1.2136 -3.8201 5.6201  -0.892
O: -5.4687 -3.2295 3.8857  -0.434
C: -6.2078 -3.4697 2.6910  -0.186
C: -6.4243 -4.9533 2.4612  -1.130
O: -3.9428 -2.0021 5.0832  -0.313
C: -3.1786 -0.7902 4.9917  -0.426
C: -3.2651 -0.1412 3.6258  -0.823
H: -1.7555 -5.0642 3.9368  0.266
H: -2.1415 -5.7513 5.5129  0.332
H: -1.0509 -2.9486 4.9775  0.135
H: -0.2382 -4.2614 5.8284  0.433
H: -1.6506 -3.4732 6.5568  0.262
H: -5.7203 -3.0026 1.8350  0.278
H: -7.1733 -2.9746 2.8130  0.291
H: -5.5041 -5.5235 2.5805  0.327
H: -6.8203 -5.1332 1.4597  0.349
H: -7.1376 -5.3480 3.1876  0.303
H: -2.1360 -0.9897 5.2564  0.243
H: -3.5736 -0.1122 5.7488  0.336
H: -2.8213 -0.7805 2.8540  0.218
H: -2.7285 0.8072 3.6198  0.395
H: -4.3043 0.0378 3.3460  0.257
O: -7.8477 1.3134 -0.0435  -0.764
P: -8.0158 0.4165 -1.2187  1.131
O: -7.8107 -1.0894 -0.6170  -0.361
C: -8.7167 -1.5777 0.3655  0.084
C: -10.0961 -1.8444 -0.2107  -1.170
O: -6.5875 0.6071 -1.9843  -0.344
C: -5.6845 1.6497 -1.6226  -0.626
C: -4.7026 1.1927 -0.5608  -0.490
O: -8.6689 -0.1010 -2.6515  -0.335
C: -9.9325 0.4204 -3.0908  -0.177
C: -10.0302 1.9275 -2.9648  -1.136
H: -8.7768 -0.8779 1.2041  0.267
H: -8.2935 -2.5084 0.7426  0.022
H: -10.6062 -0.9033 -0.4421  0.237
H: -10.7155 -2.3869 0.5046  0.445
H: -10.0268 -2.4269 -1.1297  0.289
H: -6.2295 2.5375 -1.3017  0.316
H: -5.1403 1.9245 -2.5289  0.414
H: -5.1965 0.6793 0.2636  0.186
H: -4.1470 2.0410 -0.1604  0.163
H: -3.9872 0.4864 -0.9846  0.203
H: -10.7429 -0.0645 -2.5393  0.210
H: -10.0423 0.1319 -4.1364  0.317
H: -9.9793 2.2408 -1.9155  0.363
H: -10.9760 2.2835 -3.3732  0.396
H: -9.2100 2.4137 -3.4945  0.285

[3]
Below is a structure of composition C29H66CuF3N3O12S2 at a distorted geometry, with properties calculated with ωB97M-V/def2-TZVPD.

Its expectation value of S² is 0.754. Its LUMO energy (spin up / spin down) is -3.98 / -3.97 eV. Its multiplicity is 2. As for the total energy: -134630.124 eV.

Last column: Mulliken spin population.
CARTESIAN COORDINATES (ANGSTROEM)
Cu: -5.3653 5.9901 -0.9377  0.001
C: -2.1174 5.9461 5.3245  0.000
C: -3.1480 6.2919 4.3881  0.000
O: -3.8494 7.3490 4.5963  0.000
O: -3.5513 5.4590 3.6046  -0.001
H: -2.4081 4.9804 5.7380  0.000
H: -2.1362 6.6682 6.1408  0.000
H: -1.0942 5.9232 4.9496  0.000
C: -2.0428 0.9998 -2.5681  -0.034
O: -1.0084 1.0868 -1.5147  0.006
O: -2.8489 2.1793 -2.5730  0.922
C: -1.4690 0.5299 -3.9796  0.041
F: -0.7396 -0.5646 -3.7141  0.003
F: -2.4689 0.1371 -4.6974  0.002
F: -0.6514 1.2937 -4.6788  0.003
C: -0.9336 0.1172 -0.5495  0.002
C: 0.0853 0.5725 0.5876  0.000
H: 1.0664 0.7065 0.1321  0.000
H: -0.1940 1.5471 0.9879  0.000
H: -0.0657 -0.0983 1.4333  0.000
H: -0.3290 -0.6627 -1.0126  0.000
H: -1.8365 -0.3186 -0.1218  0.000
H: -2.5992 0.1445 -2.1847  0.057
C: 4.2794 0.7354 8.7833  0.000
C: 4.3337 -0.7994 8.7926  0.000
C: 3.5556 -1.4458 7.6509  0.000
O: 5.7582 -1.1099 8.6043  0.000
H: 3.4615 1.0538 9.4295  0.000
H: 4.1761 1.1380 7.7757  0.000
H: 5.1663 1.1061 9.2973  0.000
H: 4.0482 -1.1523 9.7835  0.000
H: 2.4779 -1.2992 7.7240  0.000
H: 3.7171 -2.5180 7.5396  0.000
H: 3.7515 -0.9238 6.7143  0.000
H: 6.2251 -0.5644 9.2415  0.000
C: -4.9749 -2.8061 6.8351  0.000
C: -6.1243 -2.0642 7.5295  0.000
C: -7.4764 -2.5141 7.0766  0.000
O: -7.5387 -3.9630 7.2066  0.000
C: -8.7661 -4.4830 7.6628  0.000
N: -6.0153 -2.2782 8.9972  0.000
H: -5.1412 -3.8805 6.7561  0.000
H: -4.0420 -2.6747 7.3833  0.000
H: -4.7699 -2.6279 5.7795  0.000
H: -6.1077 -0.9881 7.3568  0.000
H: -7.4599 -2.3778 5.9953  0.000
H: -8.2249 -1.9400 7.6227  0.000
H: -9.5814 -3.9214 7.2067  0.000
H: -8.6238 -4.3367 8.7335  0.000
H: -8.9050 -5.5558 7.5294  0.000
H: -6.8087 -2.8578 9.2310  0.000
H: -5.2494 -2.9317 9.0775  0.000
C: -2.4627 10.1504 -4.1669  0.000
C: -1.5681 9.0727 -3.6030  0.000
C: -0.0531 9.3910 -3.6497  0.000
O: 0.6130 8.8167 -2.5816  0.000
C: 2.0809 8.6988 -2.6430  0.000
N: -1.9207 9.0109 -2.2339  0.000
H: -1.9850 10.5607 -5.0567  0.000
H: -2.6867 11.0056 -3.5293  0.000
H: -3.4271 9.7329 -4.4559  0.000
H: -1.6333 8.0274 -3.9052  0.000
H: 0.1662 10.4452 -3.8188  0.000
H: 0.2013 8.9266 -4.6024  0.000
H: 2.4267 8.0040 -1.8776  0.000
H: 2.6198 9.6442 -2.5814  0.000
H: 2.2905 8.2836 -3.6288  0.000
H: -0.9888 8.8177 -1.8959  0.000
H: -2.0193 9.9314 -1.8302  0.000
C: 6.1774 2.1769 -4.1464  0.000
C: 6.3919 2.2787 -5.7312  0.000
C: 6.9318 1.1008 -6.5468  0.000
O: 8.2614 0.8899 -6.1047  0.000
C: 9.0917 0.0545 -6.8867  0.000
N: 5.1401 2.9115 -6.3271  0.000
H: 6.0667 3.1043 -3.5846  0.000
H: 7.1690 1.8499 -3.8337  0.000
H: 5.5458 1.3226 -3.9028  0.000
H: 7.2852 2.8995 -5.8004  0.000
H: 6.7300 1.4876 -7.5457  0.000
H: 6.3740 0.1798 -6.3775  0.000
H: 10.0762 0.0170 -6.4202  0.000
H: 9.1593 0.3195 -7.9419  0.000
H: 8.8252 -0.9892 -6.7206  0.000
H: 4.3219 2.3262 -6.2368  0.000
H: 4.9303 3.5562 -5.5785  0.000
C: 5.4250 -4.7261 -0.6828  0.000
C: 6.5937 -5.6312 -1.1427  0.000
C: 6.5470 -5.7709 -2.6563  0.000
S: 4.7958 -6.1584 -2.9252  0.000
O: 4.6027 -7.5337 -2.3381  0.000
O: 4.3393 -5.8867 -4.2576  0.000
C: 4.1989 -4.9675 -1.6008  0.000
H: 5.7040 -3.6798 -0.8074  0.000
H: 5.2330 -4.8467 0.3834  0.000
H: 6.4938 -6.6658 -0.8147  0.000
H: 7.5214 -5.1783 -0.7928  0.000
H: 7.0598 -6.6167 -3.1142  0.000
H: 6.6929 -4.7842 -3.0958  0.000
H: 3.3957 -5.2244 -0.9101  0.000
H: 4.0617 -4.0398 -2.1563  0.000
C: -5.1119 -5.6035 -3.8227  0.000
C: -6.3953 -5.7710 -2.9216  0.000
C: -7.1248 -7.0679 -3.2865  0.000
S: -5.8952 -8.2835 -4.0335  0.000
O: -6.4924 -8.9229 -5.1501  0.000
O: -5.3932 -9.0521 -2.8928  0.000
C: -4.7174 -6.9369 -4.5746  0.000
H: -4.2714 -5.1927 -3.2632  0.000
H: -5.4641 -4.8136 -4.4861  0.000
H: -6.9834 -4.8537 -2.8949  0.000
H: -6.2007 -5.7305 -1.8498  0.000
H: -7.8329 -6.7538 -4.0533  0.000
H: -7.7552 -7.5329 -2.5286  0.000
H: -4.8949 -6.7537 -5.6343  0.000
H: -3.6994 -7.3240 -4.6177  0.000